Entry a
# C18H19N3O2

An isolated molecule of C18H19N3O2 (ωB97M-V/def2-TZVPD, the OMol25 dataset).

```
42
Properties=species:S:1:pos:R:3
C -5.252 -2.039 -1.609
C -5.471 -0.850 -1.083
C -5.181 -0.495 0.347
C -4.053 0.501 0.388
C -4.293 1.861 0.345
C -3.250 2.779 0.339
C -1.951 2.329 0.376
C -1.667 0.959 0.421
C -0.290 0.538 0.462
N 0.045 -0.693 0.507
N 1.351 -1.029 0.548
C 1.734 -2.338 0.595
O 0.961 -3.263 0.623
C 3.261 -2.515 0.606
N 3.961 -1.749 -0.393
C 4.224 -0.397 -0.307
C 4.271 0.294 0.908
C 4.582 1.642 0.936
C 4.848 2.333 -0.233
C 4.813 1.655 -1.442
C 4.503 0.312 -1.481
C -2.729 0.031 0.422
O -2.533 -1.292 0.464
H -5.457 -2.252 -2.645
H -4.853 -2.850 -1.022
H -5.857 -0.040 -1.689
H -6.072 -0.056 0.802
H -4.894 -1.391 0.896
H -5.314 2.214 0.318
H -3.459 3.837 0.307
H -1.130 3.031 0.373
H 0.470 1.329 0.453
H 2.052 -0.284 0.539
H 3.636 -2.259 1.601
H 3.462 -3.576 0.439
H 3.827 -2.084 -1.336
H 4.084 -0.218 1.840
H 4.613 2.155 1.886
H 5.084 3.385 -0.203
H 5.022 2.179 -2.362
H 4.474 -0.211 -2.427
H -1.572 -1.485 0.492
```

Its highest occupied orbital energy is -0.3013 hartree. As for the SMILES: C=CCc1cccc(/C=N/NC(=O)CNc2ccccc2)c1O. Its HOMO-LUMO gap is 8.57 eV.

---

Entry b
# C18H19N3O2

An isolated molecule of C18H19N3O2 (ωB97M-V/def2-TZVPD, the OMol25 dataset).

```
42
Properties=species:S:1:pos:R:3
C -4.659 -2.010 0.652
O -3.671 -1.270 1.323
C -3.033 -0.272 0.639
C -2.051 0.421 1.344
C -1.331 1.436 0.751
C -1.578 1.795 -0.574
N -0.821 2.758 -1.244
C -0.019 3.705 -0.505
C 1.234 3.061 0.106
O 1.794 3.533 1.072
N 1.622 1.950 -0.573
N 2.529 0.999 -0.260
C 3.368 1.111 0.691
C 4.257 0.006 0.985
C 4.008 -1.284 0.729
C 2.760 -1.833 0.197
C 2.797 -2.733 -0.864
C 1.629 -3.269 -1.375
C 0.408 -2.933 -0.817
C 0.361 -2.061 0.260
C 1.526 -1.516 0.763
C -2.570 1.110 -1.269
C -3.289 0.087 -0.679
H -4.251 -2.530 -0.221
H -5.017 -2.745 1.372
H -5.496 -1.376 0.338
H -1.864 0.144 2.370
H -0.576 1.945 1.328
H -1.295 3.146 -2.046
H 0.324 4.484 -1.191
H -0.566 4.196 0.313
H 1.020 1.662 -1.338
H 3.481 2.005 1.302
H 5.193 0.285 1.451
H 4.784 -2.013 0.933
H 3.749 -2.997 -1.302
H 1.673 -3.957 -2.207
H -0.504 -3.354 -1.213
H -0.587 -1.806 0.708
H 1.486 -0.845 1.608
H -2.781 1.380 -2.295
H -4.046 -0.417 -1.259
```

Its highest occupied orbital energy is -0.2875 hartree. As for the SMILES: COc1ccc(NCC(=O)N/N=C/C=C\c2ccccc2)cc1. Its HOMO-LUMO gap is 8.30 eV.

---

Which of them is most stable? Easy: entry a.

---

Entry a
# C4H12OSi2

An isolated molecule of C4H12OSi2 (ωB97M-V/def2-TZVPD, the OMol25 dataset).

```
19
Properties=species:S:1:pos:R:3
C -1.137 2.777 0.565
C -1.344 1.554 0.035
Si -0.296 0.051 -0.442
C -1.077 -1.376 0.440
C -0.370 -2.670 0.101
O 1.274 0.052 -0.127
Si 2.620 0.993 -0.153
H -1.954 3.466 0.814
H -0.149 3.007 0.827
H -2.369 1.298 -0.300
H -0.270 -0.097 -2.202
H -1.202 -1.326 1.480
H -2.089 -1.587 0.102
H -0.648 -2.986 -0.909
H 0.813 -2.612 0.009
H -0.647 -3.637 0.667
H 3.435 0.335 -1.251
H 3.272 0.494 0.975
H 2.138 2.266 -0.632
```

Its highest occupied orbital energy is -0.3572 hartree. As for the SMILES: C=C[Si@H](CC)O[SiH3]. Its HOMO-LUMO gap is 10.57 eV.

---

Entry b
# C4H12OSi2

A structure of composition C4H12OSi2 (ωB97M-V/def2-TZVPD, the OMol25 dataset).

```
19
Properties=species:S:1:pos:R:3
C -0.366 0.385 -2.045
C 1.735 -0.959 -1.059
C -1.434 1.047 2.745
C -0.556 0.042 2.184
O -0.126 0.361 0.897
Si 1.258 -0.269 -2.856
Si -0.025 -0.509 -0.443
H -0.437 1.462 -2.068
H -1.389 0.006 -2.326
H 2.239 -1.926 -1.109
H 2.415 -0.296 -0.419
H -0.861 1.970 2.790
H -2.282 1.136 2.077
H -1.790 0.861 3.749
H -1.096 -0.900 2.306
H 0.257 -0.113 2.976
H 1.740 -1.471 -3.583
H 2.119 0.829 -3.571
H -1.401 -1.657 -0.244
```

Its highest occupied orbital energy is -0.3523 hartree. Its HOMO-LUMO gap is 10.43 eV.

---

Which of them is most stable? Easy: entry a.

---

Entry a
# C5H14NO2

A cluster of 2 separate species, C5H14NO2 in total (ωB97M-V/def2-TZVPD, the OMol25 dataset).

```
22
Properties=species:S:1:pos:R:3
C 1.457 1.049 0.422
O 0.388 1.344 1.221
C 1.402 -0.378 -0.179
C 0.873 -0.400 -1.663
C -0.441 0.360 -1.824
C -1.594 0.072 -0.858
N -1.795 -1.349 -0.599
H 1.583 1.762 -0.434
H 2.405 1.210 0.991
H 2.436 -0.750 -0.212
H 0.809 -1.029 0.460
H 1.762 -0.024 -2.162
H 0.649 -1.455 -1.855
H -0.690 0.410 -2.893
H -0.196 1.412 -1.630
H -1.300 0.643 0.024
H -2.475 0.549 -1.294
H -2.497 -1.480 0.124
H -0.971 -1.712 -0.147
H 0.613 0.011 2.841
H -0.679 -0.053 2.314
O -0.182 -0.503 3.013
```

Its highest occupied orbital energy is -0.1094 hartree. Its HOMO-LUMO gap is 7.09 eV. The total charge is -1.

---

Entry b
# C5H14NO2

A cluster of 2 separate species, C5H14NO2 in total (ωB97M-V/def2-TZVPD, the OMol25 dataset).

```
22
Properties=species:S:1:pos:R:3
C -1.060 -1.367 0.558
C 0.393 -1.403 0.199
C 1.370 -0.213 0.584
C 1.220 1.130 -0.241
C 0.184 2.092 0.447
O -1.103 1.788 0.106
N 1.120 -2.626 0.678
H -1.321 -0.324 0.311
H -1.879 -1.998 0.176
H -1.221 -1.296 1.670
H 0.465 -1.296 -0.895
H 1.359 -0.053 1.682
H 2.375 -0.606 0.357
H 0.732 0.857 -1.168
H 2.224 1.526 -0.480
H 0.303 1.943 1.497
H 0.507 3.142 0.300
H 1.421 -3.055 -0.212
H 0.449 -3.226 1.158
H -1.110 0.821 -1.404
H -2.231 1.594 -1.795
O -1.796 0.809 -2.153
```

Its highest occupied orbital energy is -0.1133 hartree. Its HOMO-LUMO gap is 7.10 eV. The total charge is -1.

---

Entry c
# C5H14NO2

A cluster of 2 separate species, C5H14NO2 in total (ωB97M-V/def2-TZVPD, the OMol25 dataset).

```
22
Properties=species:S:1:pos:R:3
C 2.535 -1.682 0.617
N 1.762 -0.775 -0.216
C 0.338 -0.640 -0.073
C -0.317 0.509 -1.003
C -1.519 1.144 -0.338
O -1.800 2.474 -0.638
C -0.377 -2.030 -0.257
H 3.659 -1.648 0.311
H 2.273 -2.771 0.506
H 2.341 -1.469 1.646
H 1.966 -0.793 -1.183
H 0.199 -0.263 1.034
H 0.358 1.408 -1.144
H -0.444 0.153 -2.037
H -2.398 0.549 -0.567
H -1.197 1.143 0.866
H -1.334 -2.057 0.329
H 0.292 -2.915 0.016
H -0.734 -2.228 -1.292
H -2.015 3.239 0.800
H -1.612 4.691 1.033
O -1.975 3.960 1.590
```

Its highest occupied orbital energy is -0.1142 hartree. Its HOMO-LUMO gap is 6.54 eV. The total charge is -1.

---

Which of them is most stable? Easy: entry a.

---

Entry a
# C18H26N6O4

An isolated molecule of C18H26N6O4 (ωB97M-V/def2-TZVPD, the OMol25 dataset).

```
54
Properties=species:S:1:pos:R:3
C 1.893 2.539 -0.028
C 2.868 1.817 0.839
N 4.145 1.726 0.518
N 4.692 0.998 1.511
C 3.799 0.622 2.454
C 4.174 -0.232 3.616
C 2.594 1.145 2.054
C 1.256 1.013 2.696
C 0.350 0.067 1.914
O 0.818 -0.746 1.130
N -0.998 0.161 2.101
C -1.624 0.902 3.190
C -2.163 -0.069 4.235
O -2.009 0.083 5.429
N -2.795 -1.120 3.658
C -3.115 -1.074 2.241
C -1.850 -0.826 1.423
C -2.225 -0.366 0.005
O -3.365 -0.047 -0.285
N -1.181 -0.329 -0.852
C -1.377 -0.157 -2.267
C -0.372 0.807 -2.880
C -0.610 0.865 -4.379
C -0.394 -0.503 -4.995
N -1.107 -1.561 -4.290
C -1.102 -2.854 -4.951
C -1.392 -1.531 -2.956
O -1.704 -2.528 -2.331
H 1.084 1.872 -0.338
H 1.441 3.383 0.498
H 2.394 2.917 -0.917
H 5.675 0.798 1.486
H 3.454 -0.115 4.424
H 4.193 -1.288 3.339
H 5.156 0.036 4.006
H 1.338 0.636 3.719
H 0.786 1.996 2.765
H -0.918 1.556 3.684
H -2.443 1.515 2.801
H -3.229 -1.794 4.267
H -3.550 -2.024 1.939
H -3.852 -0.301 2.018
H -1.270 -1.747 1.341
H -0.310 -0.724 -0.515
H -2.385 0.246 -2.392
H -0.486 1.788 -2.418
H 0.648 0.465 -2.672
H -1.633 1.200 -4.573
H 0.062 1.578 -4.858
H -0.733 -0.509 -6.033
H 0.679 -0.738 -5.010
H -1.782 -3.523 -4.435
H -1.422 -2.727 -5.986
H -0.103 -3.300 -4.945
```

Its highest occupied orbital energy is -0.3275 hartree. As for the SMILES: Cc1n[nH]c(C)c1CC(=O)N1CC(=O)NC[C@H]1C(=O)N[C@H]1CCCN(C)C1=O. Its HOMO-LUMO gap is 9.59 eV.

---

Entry b
# C18H26N6O4

An isolated molecule of C18H26N6O4 (ωB97M-V/def2-TZVPD, the OMol25 dataset).

```
54
Properties=species:S:1:pos:R:3
C 3.346 -1.558 0.243
C 2.712 -0.577 1.170
N 3.412 0.024 2.115
N 2.523 0.794 2.768
C 1.273 0.711 2.265
C 0.114 1.451 2.839
C 1.349 -0.183 1.219
C 0.239 -0.591 0.310
C -0.738 -1.744 0.560
O -1.582 -1.915 -0.315
N -0.751 -2.524 1.678
C 0.325 -2.676 2.655
C 1.015 -4.019 2.444
O 2.220 -4.156 2.404
N 0.117 -5.019 2.273
C -1.287 -4.767 2.548
C -1.778 -3.582 1.721
C -3.084 -3.034 2.314
O -3.413 -3.262 3.466
N -3.791 -2.267 1.459
C -5.109 -1.785 1.774
C -5.242 -0.282 1.581
C -6.677 0.120 1.873
C -7.617 -0.569 0.904
N -7.378 -2.004 0.808
C -8.372 -2.748 0.056
C -6.158 -2.588 0.990
O -5.912 -3.717 0.610
H 3.067 -2.579 0.513
H 3.045 -1.380 -0.790
H 4.429 -1.477 0.310
H 2.840 1.369 3.528
H -0.595 1.715 2.054
H -0.420 0.846 3.576
H 0.433 2.372 3.327
H -0.433 0.255 0.145
H 0.642 -0.817 -0.680
H 1.063 -1.895 2.556
H -0.095 -2.634 3.664
H 0.469 -5.956 2.168
H -1.869 -5.646 2.282
H -1.464 -4.573 3.607
H -1.957 -3.895 0.692
H -3.429 -2.180 0.517
H -5.277 -2.027 2.827
H -4.539 0.228 2.241
H -4.976 -0.014 0.552
H -6.933 -0.162 2.898
H -6.813 1.199 1.790
H -8.654 -0.425 1.214
H -7.518 -0.118 -0.093
H -8.215 -3.811 0.206
H -9.366 -2.469 0.408
H -8.306 -2.536 -1.015
```

Its highest occupied orbital energy is -0.3282 hartree. As for the SMILES: Cc1n[nH]c(C)c1CC(=O)N1CC(=O)NC[C@H]1C(=O)N[C@H]1CCCN(C)C1=O. Its HOMO-LUMO gap is 9.44 eV.

---

Which of them is most stable? Easy: entry a.

---

Entry a
# C4H12N3

A cluster of 2 separate species, C4H12N3 in total (ωB97M-V/def2-TZVPD, the OMol25 dataset).

```
19
Properties=species:S:1:pos:R:3
C -0.325 -0.978 -0.593
C -0.458 -1.966 0.411
C 0.639 0.227 -2.455
C 0.964 0.858 1.496
N -0.112 -0.692 -1.731
N 0.142 0.975 0.392
N -1.259 1.160 0.781
H -0.827 -1.535 1.307
H -1.109 -2.905 0.077
H 0.622 -2.417 0.619
H 0.818 1.058 -1.865
H 0.263 0.378 -3.456
H 1.641 -0.212 -2.585
H 0.845 -0.177 1.992
H 1.949 0.832 1.057
H 0.941 1.632 2.292
H -1.319 2.168 0.522
H -1.569 0.901 1.677
H -1.845 0.690 0.064
```

Its highest occupied orbital energy is -0.4458 hartree. Its HOMO-LUMO gap is 8.61 eV. The total charge is +1.

---

Entry b
# C4H12N3

The ion C4H12N3 with charge +1 (ωB97M-V/def2-TZVPD, the OMol25 dataset).

```
19
Properties=species:S:1:pos:R:3
N 0.714 -1.926 2.043
C 0.092 -0.689 1.726
C -0.360 -0.410 0.519
N 0.320 -1.241 -0.549
C -1.136 0.676 -0.099
C -0.271 1.790 -0.735
N 0.431 1.223 -1.894
H 1.526 -1.778 2.631
H 0.136 -2.591 2.543
H -0.053 -0.053 2.599
H -0.250 -2.026 -0.865
H 1.239 -1.575 -0.261
H 0.468 -0.599 -1.365
H -1.894 1.087 0.551
H -1.702 0.371 -0.986
H 0.519 2.034 -0.027
H -0.817 2.721 -0.895
H -0.173 1.201 -2.714
H 1.210 1.784 -2.223
```

Its highest occupied orbital energy is -0.5011 hartree. As for the SMILES: N/C=C(\[NH3+])CCN. Its HOMO-LUMO gap is 10.73 eV. The total charge is +1.

---

Which of them is most stable? Easy: entry b.